{
  "formula": "C4H14N3",
  "method": "wB97M-V/def2-TZVPD",
  "species": ["C", "N", "C", "H", "H", "H", "H", "H", "H", "H", "C", "C", "N", "N", "H", "H", "H", "H", "H", "H", "H"],
  "positions_angstrom": [[-1.2681, -1.0270, 2.1304], [-0.2250, -0.3589, 2.8801], [0.9848, -0.0578, 2.0467], [-1.6621, -0.3195, 1.3968], [-0.8196, -1.8729, 1.5738], [-2.1261, -1.2979, 2.7329], [0.1345, -0.9524, 3.6366], [1.3914, -0.9492, 1.5409], [1.7801, 0.1708, 2.7699], [0.8362, 0.7880, 1.3612], [0.4939, 0.9642, -2.1536], [-0.2986, -0.0458, -1.7099], [0.2485, -1.1281, -0.8808], [0.0296, 2.0172, -2.8643], [1.5795, 0.9029, -2.0166], [-1.3925, -0.0436, -1.7343], [-0.2443, -2.0076, -1.0710], [1.2368, -1.2865, -1.0916], [0.1664, -0.8908, 0.1371], [-0.9349, 2.2848, -2.7125], [0.6393, 2.8284, -2.8436]],
  "homo_ev": [-16.36, -16.26],
  "multiplicity": 2,
  "total_energy_ev": -8825.045,
  "mol_weight_g_mol": 104.2,
  "gap_ha": [0.347, 0.139],
  "total_charge": 2,
  "de_lowest_kcal_mol": 59.20
}